No. 1
DFT (ωB97M-V/def2-TZVPD) results for a cluster of 2 separate species, C2H3Cl2NSSi in total.

Geometry as XYZ:
```
10
Properties=species:S:1:pos:R:3:mulliken_charge:R:1
C 1.363 -0.137 0.372 -0.81
Si 1.084 -0.974 2.106 0.55
S 0.692 -2.925 2.462 -0.38
Cl 1.119 0.442 3.439 -0.16
H 2.423 -0.321 0.188 0.16
H 0.675 -0.581 -0.307 0.30
H 1.017 0.975 0.383 0.31
N 4.185 -1.466 -1.723 -0.36
C 3.736 -2.333 -1.112 0.46
Cl 3.273 -3.578 -0.323 -0.09
```

## Properties
SMILES string: C[Si](=S)Cl.N#CCl
multiplicity: 1
energy relative to the best compared isomer or geometry (same formula, charge and spin): 2.886 eV
LUMO energy: -0.296 eV
E_HOMO: -0.3431 hartree

---

No. 2
DFT (ωB97M-V/def2-TZVPD) results for a structure of composition C26H41Br2N3SeSiV.

Geometry as XYZ:
```
75
Properties=species:S:1:pos:R:3:lowdin_spin:R:1
V -0.410 -1.842 2.339 1.15
C -4.042 1.308 5.313 0.00
C -3.258 0.173 4.727 0.00
C -3.442 -1.152 5.183 0.00
C -2.711 -2.211 4.686 0.00
C -1.793 -1.878 3.698 -0.05
Br 0.157 -3.920 1.507 -0.05
N -1.619 -0.649 3.274 -0.01
C -2.319 0.397 3.739 0.00
H -4.967 0.956 5.764 0.00
H -4.285 2.053 4.556 0.00
H -3.459 1.801 6.093 0.00
H -4.186 -1.336 5.949 0.00
H -2.850 -3.224 5.033 0.00
H -2.131 1.374 3.315 0.00
C -3.190 0.201 -1.675 0.00
C -2.291 -0.994 -2.017 0.00
C -2.650 -2.133 -1.051 0.00
C -2.616 -1.433 -3.463 0.00
Si -0.447 -0.547 -1.986 0.00
Br -0.049 -0.213 0.473 0.02
C 0.050 1.226 -2.492 0.00
C 1.569 1.437 -2.374 0.00
C -0.378 1.412 -3.963 0.00
C -0.610 2.347 -1.672 0.00
C 0.791 -1.925 -2.459 0.00
C 1.144 -1.753 -3.952 0.00
C 0.222 -3.342 -2.292 0.00
C 2.084 -1.865 -1.629 0.00
H -4.230 -0.133 -1.697 0.00
H -3.102 1.006 -2.402 0.00
H -2.991 0.602 -0.679 0.00
H -3.730 -2.293 -1.094 0.00
H -2.409 -1.880 -0.014 0.00
H -2.172 -3.077 -1.293 0.00
H -3.660 -1.752 -3.504 0.00
H -2.011 -2.269 -3.810 0.00
H -2.502 -0.614 -4.174 0.00
H 2.149 0.775 -3.014 0.00
H 1.922 1.320 -1.346 0.00
H 1.798 2.461 -2.679 0.00
H 0.039 0.666 -4.637 0.00
H -0.030 2.390 -4.304 0.00
H -1.463 1.403 -4.072 0.00
H -0.349 2.303 -0.615 0.00
H -1.692 2.366 -1.757 0.00
H -0.242 3.301 -2.056 0.00
H 0.264 -1.805 -4.596 0.00
H 1.801 -2.577 -4.243 0.00
H 1.671 -0.827 -4.168 0.00
H -0.670 -3.521 -2.887 0.00
H 0.000 -3.575 -1.253 0.00
H 0.979 -4.054 -2.632 0.00
H 2.541 -0.877 -1.611 0.00
H 2.805 -2.560 -2.068 0.00
H 1.900 -2.185 -0.601 0.00
C 1.323 1.894 3.510 0.00
N 2.295 1.218 2.667 0.00
C 2.515 -0.096 2.594 0.01
Se 1.693 -1.490 3.568 -0.05
N 3.481 -0.320 1.697 0.00
C 3.902 0.884 1.148 0.00
C 4.856 1.190 0.183 0.00
C 4.998 2.526 -0.130 0.00
C 4.224 3.521 0.493 0.00
C 3.279 3.215 1.450 0.00
C 3.135 1.867 1.762 0.00
H 0.951 1.191 4.251 0.00
H 0.504 2.268 2.896 0.00
H 1.809 2.726 4.016 0.00
H 3.846 -1.238 1.490 0.00
H 5.458 0.427 -0.290 0.00
H 5.728 2.818 -0.871 0.00
H 4.381 4.554 0.217 0.00
H 2.692 3.984 1.930 0.00
```

## Properties
charge: +2
multiplicity: 2
LUMO energy (alpha / beta): -7.702 / -7.034 eV
E_HOMO (alpha / beta): -0.5373 / -0.5365 hartree
⟨S²⟩: 0.7839

---

No. 3
DFT (ωB97M-V/def2-TZVPD) results for a structure of composition C26H35F18MgO13.

Geometry as XYZ:
```
93
Properties=species:S:1:pos:R:3:mulliken_charge:R:1
Mg 34.268 -13.407 12.814 1.49
C 31.174 -13.158 15.386 -0.94
C 31.349 -13.925 14.087 0.46
O 32.605 -13.798 13.534 -0.32
H 32.057 -13.254 16.021 0.07
H 30.276 -13.457 15.919 0.38
H 31.130 -12.084 15.157 0.17
H 30.567 -13.614 13.372 0.00
H 31.135 -14.995 14.273 -0.30
C 26.314 -18.370 19.052 -1.14
C 27.408 -17.778 19.932 -0.24
O 28.620 -17.572 19.151 -0.29
C 28.662 -16.482 18.433 0.14
O 27.892 -15.562 18.455 -0.57
C 29.937 -16.420 17.573 1.19
F 29.666 -15.892 16.381 -0.23
F 30.849 -15.650 18.172 -0.25
F 30.476 -17.620 17.364 -0.25
H 25.736 -17.576 18.583 0.31
H 25.649 -18.982 19.660 0.38
H 26.759 -19.022 18.303 0.32
H 27.718 -18.477 20.701 0.35
H 27.123 -16.821 20.359 0.31
C 30.776 -12.494 10.493 -0.97
C 31.745 -13.429 9.831 0.44
O 32.901 -12.739 9.241 -0.31
C 33.769 -12.241 10.010 0.36
O 33.742 -12.255 11.230 -0.56
C 34.953 -11.640 9.217 0.86
F 35.532 -10.681 9.949 -0.22
F 35.846 -12.628 9.025 -0.21
F 34.583 -11.150 8.052 -0.23
H 31.284 -11.803 11.161 0.07
H 30.026 -13.093 11.004 0.36
H 30.242 -11.882 9.763 0.38
H 31.261 -13.914 8.986 0.42
H 32.108 -14.214 10.491 -0.36
C 32.223 -9.422 13.417 -0.75
C 33.712 -9.304 13.164 0.18
O 34.427 -9.494 14.419 -0.27
C 34.807 -10.671 14.757 0.11
O 34.513 -11.720 14.217 -0.59
C 35.516 -10.681 16.134 0.83
F 36.032 -9.506 16.435 -0.23
F 34.651 -11.042 17.076 -0.22
F 36.495 -11.594 16.091 -0.23
H 31.968 -10.400 13.819 -0.06
H 31.686 -9.266 12.481 0.39
H 31.934 -8.627 14.104 0.36
H 34.021 -8.343 12.768 0.40
H 34.054 -10.076 12.476 -0.19
C 34.606 -15.141 17.592 -0.97
C 34.767 -16.601 17.195 -0.06
O 33.892 -17.462 17.918 -0.22
C 34.227 -17.739 19.162 0.31
O 35.175 -17.311 19.748 -0.54
C 33.267 -18.765 19.806 0.89
F 33.866 -19.409 20.794 -0.25
F 32.202 -18.117 20.326 -0.25
F 32.821 -19.644 18.926 -0.24
H 33.641 -14.745 17.271 0.17
H 35.333 -14.495 17.094 0.34
H 34.748 -15.063 18.666 0.45
H 35.805 -16.889 17.381 0.38
H 34.570 -16.757 16.137 0.05
C 37.175 -17.032 9.251 -1.41
C 36.502 -16.122 10.245 0.09
O 35.574 -16.891 11.030 -0.22
C 34.648 -16.281 11.672 0.33
O 34.463 -15.073 11.692 -0.48
C 33.654 -17.241 12.367 1.02
F 33.791 -18.470 11.940 -0.25
F 33.859 -17.209 13.693 -0.21
F 32.432 -16.797 12.110 -0.22
H 37.817 -16.466 8.577 0.41
H 36.436 -17.515 8.609 0.34
H 37.786 -17.809 9.708 0.36
H 35.959 -15.370 9.664 0.15
H 37.226 -15.574 10.847 0.27
C 27.416 -16.743 13.275 -1.48
C 28.676 -17.376 13.819 0.74
O 28.905 -18.588 13.050 -0.31
C 30.087 -19.144 13.208 0.50
O 30.904 -18.836 14.025 -0.52
C 30.377 -20.218 12.136 0.79
F 29.298 -20.602 11.465 -0.25
F 31.238 -19.672 11.249 -0.24
F 30.955 -21.279 12.681 -0.24
H 27.557 -16.506 12.224 0.37
H 27.248 -15.807 13.810 0.39
H 26.577 -17.406 13.469 0.38
H 28.608 -17.607 14.879 0.14
H 29.547 -16.735 13.666 -0.25
```

## Properties
charge: +1
multiplicity: 1
energy relative to the best compared isomer or geometry (same formula, charge and spin): 0.000 eV
LUMO energy: -3.536 eV
E_HOMO: -0.4089 hartree

---

No. 4
DFT (ωB97M-V/def2-TZVPD) results for a structure of composition C23H61BaN13O15Zr.

Geometry as XYZ:
```
114
Properties=species:S:1:pos:R:3:mulliken_charge:R:1
Ba -4.910 2.371 3.102 1.82
Zr 3.964 1.996 0.629 1.65
C -1.067 -0.227 0.801 -0.58
C -1.915 0.669 1.416 0.06
C -1.455 2.110 1.631 0.21
O -2.250 2.968 2.096 -0.85
C -0.151 2.471 1.320 -0.39
C 0.711 1.630 0.610 -0.21
C 0.232 0.153 0.366 0.68
O 1.148 -0.650 0.081 -0.74
O 1.919 1.967 0.453 0.83
O -3.024 0.241 1.851 -0.69
H -1.315 -1.279 0.827 0.79
H 0.134 3.509 1.436 0.51
C -0.646 -3.681 -1.791 0.70
O -0.624 -4.762 -2.364 -0.67
N -0.960 -2.470 -2.329 -0.19
N -0.211 -3.619 -0.492 -0.19
H -1.043 -2.447 -3.330 0.22
H -1.052 -1.710 -1.691 -0.02
H 0.004 -2.712 -0.123 -0.29
H -0.296 -4.452 0.062 0.32
C 2.455 0.446 -3.064 0.43
O 2.677 1.182 -2.078 -0.47
N 2.776 0.849 -4.307 -0.35
N 2.015 -0.850 -3.036 -0.06
H 3.316 1.662 -4.536 0.21
H 2.631 0.133 -4.996 0.15
H 1.685 -1.129 -2.124 -0.18
H 1.676 -1.282 -3.874 0.31
C 0.428 4.596 4.697 0.51
O 1.266 4.358 3.811 -0.62
N 0.772 4.897 5.985 -0.39
N -0.918 4.485 4.538 -0.31
H 1.701 5.093 6.312 0.24
H -0.014 5.044 6.586 0.14
H -1.523 4.871 5.237 0.23
H -1.238 4.478 3.579 0.20
C -4.239 -0.958 4.905 0.48
O -4.458 0.257 4.717 -0.52
N -3.850 -1.872 3.996 -0.31
N -4.209 -1.435 6.185 -0.42
H -3.624 -2.821 4.223 0.20
H -3.681 -1.442 3.094 0.23
H -4.917 -0.959 6.724 0.25
H -3.629 -2.189 6.496 0.21
C 2.939 0.807 3.635 0.67
O 3.255 1.261 2.489 -0.51
N 2.276 1.527 4.549 -0.24
N 3.166 -0.469 3.945 -0.37
H 1.970 2.479 4.337 0.01
H 1.831 1.140 5.366 0.28
H 2.859 -0.813 4.840 0.21
H 3.836 -0.938 3.358 0.24
C -4.561 -3.605 -1.787 -1.47
C -5.102 -2.175 -1.808 0.42
C -6.294 -1.915 -0.912 -0.61
O -7.150 -0.893 -1.431 -0.32
C -8.249 -0.636 -0.614 -0.65
N -4.008 -1.233 -1.627 -0.49
H -5.230 -4.297 -2.304 0.47
H -4.404 -4.024 -0.794 0.33
H -3.737 -3.594 -2.501 0.32
H -5.419 -2.059 -2.849 0.28
H -6.061 -1.697 0.140 0.21
H -6.996 -2.759 -0.891 0.43
H -8.858 -1.525 -0.410 0.32
H -8.977 0.062 -1.025 0.30
H -7.978 -0.236 0.373 0.15
H -4.443 -0.314 -1.546 0.29
H -3.579 -1.347 -0.709 0.05
C 1.827 6.512 -3.753 -1.59
C 2.011 5.114 -3.162 0.91
C 0.842 4.161 -3.541 -0.15
O -0.394 4.613 -3.057 -0.45
C -0.781 4.294 -1.749 -0.31
N 3.275 4.508 -3.657 -0.68
H 0.956 6.944 -3.257 0.35
H 1.712 6.579 -4.832 0.36
H 2.713 7.057 -3.419 0.46
H 2.048 5.248 -2.080 -0.40
H 1.142 3.296 -2.931 -0.09
H 0.732 3.942 -4.599 0.41
H -0.094 4.819 -1.072 0.16
H -0.743 3.220 -1.536 0.11
H -1.812 4.620 -1.632 0.34
H 4.014 5.197 -3.542 0.24
H 3.328 4.269 -4.640 0.28
C 2.924 -3.626 -1.569 -1.26
C 2.596 -4.956 -0.896 1.14
C 2.906 -6.152 -1.831 -0.84
O 2.662 -7.327 -1.097 -0.33
C 3.555 -8.411 -1.320 -0.73
N 3.551 -5.113 0.244 -0.83
H 2.910 -2.772 -0.877 -0.06
H 2.379 -3.423 -2.487 0.31
H 4.003 -3.582 -1.764 0.61
H 1.589 -4.970 -0.512 -0.33
H 3.903 -6.001 -2.251 0.48
H 2.179 -6.125 -2.651 0.34
H 2.965 -9.317 -1.429 0.25
H 4.288 -8.505 -0.513 0.27
H 4.178 -8.262 -2.205 0.33
H 4.482 -5.018 -0.154 0.31
H 3.465 -6.103 0.468 0.34
O 3.252 3.767 1.941 -0.46
H 3.526 3.899 2.866 0.31
H 2.572 4.442 1.789 0.25
O 3.519 -0.036 0.082 -0.38
H 2.534 -0.288 -0.018 0.31
H 3.996 -0.888 0.109 0.30
O 3.401 3.700 -0.793 -0.39
H 3.006 4.473 -0.370 0.29
H 3.505 3.966 -1.753 0.39
```

## Properties
charge: +4
multiplicity: 1
LUMO energy: -12.893 eV
E_HOMO: -0.5568 hartree

---

No. 5
DFT (ωB97M-V/def2-TZVPD) results for a cluster of 3 separate species, C11H13N2O2P in total.

Geometry as XYZ:
```
29
Properties=species:S:1:pos:R:3:mulliken_charge:R:1
O -2.828 -2.313 1.581 -0.55
C -3.755 -2.885 2.391 0.44
O -4.916 -3.585 1.773 -0.56
P -3.421 -2.757 4.275 0.05
H -4.383 -1.935 4.991 0.19
H -3.399 -4.134 4.772 0.19
H -2.102 -2.173 4.490 0.20
N -1.872 1.192 1.459 -0.56
C -1.221 2.364 1.287 -0.20
C -0.534 2.701 0.132 -0.51
C -0.507 1.780 -0.911 -0.06
C -1.166 0.564 -0.762 -0.54
C -1.829 0.319 0.429 -0.02
H -1.268 3.047 2.130 0.35
H -0.032 3.658 0.047 0.37
H 0.022 2.009 -1.831 0.39
H -1.164 -0.175 -1.556 0.36
H -2.362 -0.614 0.592 0.45
N 2.508 1.621 -2.023 -0.46
C 3.206 1.005 -1.044 -0.14
C 3.936 -0.157 -1.232 -0.45
C 3.950 -0.727 -2.501 -0.12
C 3.239 -0.117 -3.530 -0.47
C 2.542 1.045 -3.245 -0.11
H 3.161 1.487 -0.071 0.36
H 4.480 -0.607 -0.410 0.35
H 4.510 -1.639 -2.687 0.35
H 3.230 -0.537 -4.529 0.35
H 1.975 1.561 -4.015 0.36
```

## Properties
multiplicity: 1
energy relative to the best compared isomer or geometry (same formula, charge and spin): 6.960 eV
LUMO energy: -0.291 eV
E_HOMO: -0.3344 hartree

---

No. 6
DFT (ωB97M-V/def2-TZVPD) results for a structure of composition C2H5INO4PZn.

Geometry as XYZ:
```
15
Properties=species:S:1:pos:R:3:mulliken_charge:R:1
N 1.434 1.052 -0.396 -0.05
C 1.663 -0.103 0.127 0.27
C 0.829 -1.399 -0.194 -0.53
O -0.446 -1.428 0.447 -0.26
P -1.424 -0.209 -0.135 1.08
O -1.010 0.340 -1.486 -0.49
O -2.984 -0.804 -0.292 -0.45
O -1.471 0.961 1.088 -0.54
I -3.375 1.381 1.658 0.56
H 2.144 1.808 -0.027 0.33
H 2.522 -0.186 0.850 0.34
H 0.775 -1.603 -1.302 0.39
H 1.412 -2.265 0.230 0.34
H -3.308 -0.496 -1.163 0.38
Zn 3.237 2.951 0.594 0.64
```

## Properties
charge: +2
multiplicity: 1
energy relative to the best compared isomer or geometry (same formula, charge and spin): 1.052 eV
LUMO energy: -13.462 eV
E_HOMO: -0.5955 hartree

---

No. 7
DFT (ωB97M-V/def2-TZVPD) results for a structure of composition C28H29BN7PRu.

Geometry as XYZ:
```
67
Properties=species:S:1:pos:R:3:lowdin_spin:R:1
H 0.965 3.307 -1.468 0.00
N 0.539 1.764 -2.841 0.02
B 0.163 0.343 -4.904 0.00
N 0.540 1.675 -4.196 0.00
C 0.900 2.870 -4.732 0.02
Ru 0.000 0.000 -1.691 2.27
H 0.958 2.994 -5.812 0.00
C 1.142 3.763 -3.687 0.01
H 1.449 4.805 -3.763 0.00
C 0.900 3.017 -2.517 0.01
H 0.225 0.476 -6.104 0.00
C -0.519 -1.702 -0.640 -0.03
H -0.495 -1.545 0.450 0.00
H 0.182 -2.515 -0.901 0.00
H -1.538 -2.011 -0.934 0.01
N -1.278 -0.053 -4.480 0.01
N 1.146 -0.763 -4.433 0.00
N -1.583 -0.246 -3.171 0.08
N 1.252 -1.076 -3.116 0.05
C -2.388 -0.239 -5.240 0.03
C 2.007 -1.527 -5.154 0.03
H -2.340 -0.125 -6.322 0.00
H 2.066 -1.416 -6.237 0.00
C -3.448 -0.564 -4.393 0.01
C 2.693 -2.364 -4.274 0.01
C -2.888 -0.553 -3.100 0.02
C 2.181 -2.039 -3.002 0.02
H -4.479 -0.775 -4.672 0.00
H 3.456 -3.101 -4.518 0.00
H -3.350 -0.745 -2.132 0.00
H 2.432 -2.439 -2.019 0.00
H -0.888 0.785 -0.666 -0.01
N 0.000 0.000 0.309 0.41
P 0.000 0.630 1.772 0.01
C -1.548 -0.266 2.159 0.03
C -2.140 -0.096 3.399 0.09
C -3.148 -1.046 3.688 0.05
C -3.751 -1.796 2.785 0.00
C -3.153 -1.869 1.557 0.06
C -2.082 -1.067 1.245 0.01
C 1.619 -0.152 2.110 0.03
C 2.236 -0.894 1.116 0.01
C 3.318 -1.681 1.575 0.00
C 3.945 -1.496 2.722 0.00
C 3.316 -0.698 3.637 0.01
C 2.181 0.001 3.303 0.04
C 0.000 1.355 3.453 0.09
C -0.057 0.516 4.554 0.22
C -0.345 1.184 5.768 0.09
C -0.220 2.485 5.956 0.04
C -0.098 3.252 4.831 0.19
C 0.055 2.674 3.594 0.02
H -1.861 0.683 4.077 0.02
H -3.443 -1.164 4.710 0.00
H -4.659 -2.319 3.001 0.00
H -3.524 -2.561 0.830 0.00
H -1.675 -1.089 0.255 0.00
H 1.923 -0.873 0.093 0.01
H 3.652 -2.483 0.949 0.00
H 4.895 -1.945 2.925 0.00
H 3.713 -0.616 4.627 0.00
H 1.746 0.675 4.011 0.01
H 0.101 -0.540 4.492 0.00
H -0.688 0.593 6.592 0.00
H -0.372 2.947 6.925 0.00
H -0.083 4.337 4.921 0.01
H 0.147 3.320 2.723 0.00
```

## Properties
charge: +2
multiplicity: 5
energy relative to the best compared isomer or geometry (same formula, charge and spin): 6.539 eV
LUMO energy (alpha / beta): -6.697 / -9.574 eV
E_HOMO (alpha / beta): -0.5216 / -0.5193 hartree
⟨S²⟩: 6.0634

---

No. 8
DFT (ωB97M-V/def2-TZVPD) results for an isolated molecule of C3H7N3.

Geometry as XYZ:
```
13
Properties=species:S:1:pos:R:3:mulliken_charge:R:1
N -2.598 -0.715 2.154 -0.44
C -1.792 -0.329 1.391 0.02
C -0.561 0.225 0.245 0.23
N -0.976 0.492 -1.096 -0.61
C 0.804 -0.478 0.276 -0.22
N 1.725 0.084 -0.701 -0.65
H -0.696 1.084 1.043 0.05
H -0.254 0.988 -1.614 0.27
H -1.853 0.985 -1.140 0.27
H 1.225 -0.347 1.270 0.37
H 0.614 -1.539 0.132 0.24
H 2.689 -0.008 -0.397 0.23
H 1.672 -0.441 -1.564 0.25
```

## Properties
SMILES string: N#C[C@H](N)CN
multiplicity: 1
energy relative to the best compared isomer or geometry (same formula, charge and spin): 2.095 eV
LUMO energy: 0.737 eV
E_HOMO: -0.3507 hartree